Below is a molecular structure, C29H84BN13O15Pd at a distorted geometry, with properties calculated with the ωB97M-V functional and the def2-TZVPD basis.

Last column: Mulliken charge in e.
Cartesian coordinates (Å):
N (-5.688, -18.027, 14.472)  1.013
H (-5.176, -17.257, 14.905)  0.365
H (-6.637, -17.870, 14.159)  0.459
H (-5.730, -18.749, 15.196)  -0.918
H (-5.135, -18.479, 13.736)  0.138
Pd (-6.568, -21.913, 16.176)  -1.192
B (-5.122, -20.172, 16.188)  5.523
H (-5.952, -19.787, 16.806)  -0.926
H (-4.334, -19.422, 15.995)  -1.541
H (-4.639, -20.953, 16.802)  -0.421
H (-5.400, -20.542, 15.192)  0.021
C (-8.798, -22.349, 14.802)  0.454
O (-8.085, -21.363, 14.512)  -0.495
O (-8.585, -23.069, 15.770)  -0.638
O (-9.903, -22.254, 14.205)  -0.806
C (-1.459, -20.079, 17.247)  -0.438
O (-0.965, -20.095, 18.560)  -0.441
C (-0.120, -19.039, 18.917)  -0.099
C (1.102, -18.753, 17.978)  -0.789
N (1.997, -19.918, 17.824)  -0.299
C (2.950, -19.906, 18.899)  -0.460
C (3.795, -21.193, 18.864)  -0.749
O (2.971, -22.324, 19.142)  -0.357
C (2.514, -22.391, 20.462)  -0.657
H (-2.383, -20.648, 17.143)  -0.003
H (-0.807, -20.468, 16.462)  0.266
H (-1.736, -19.065, 16.949)  0.191
H (-0.019, -18.920, 19.996)  0.483
H (-0.720, -18.131, 18.788)  0.020
H (1.676, -17.885, 18.305)  0.529
H (0.718, -18.415, 17.014)  0.054
H (1.388, -20.725, 17.866)  0.351
H (2.433, -19.739, 19.847)  0.333
H (3.567, -19.020, 18.737)  0.375
H (4.661, -21.213, 19.528)  0.419
H (4.094, -21.292, 17.821)  0.318
H (3.197, -22.103, 21.264)  0.344
H (2.083, -23.371, 20.665)  0.300
H (1.679, -21.718, 20.674)  0.156
C (-0.253, -19.729, 13.528)  -0.730
O (-1.458, -19.841, 12.844)  -0.529
C (-2.546, -20.417, 13.576)  0.152
C (-3.812, -20.543, 12.742)  -1.125
N (-4.244, -19.186, 12.432)  -0.313
C (-5.230, -19.254, 11.328)  -0.852
C (-5.636, -17.828, 10.835)  -0.513
O (-4.574, -17.046, 10.331)  -0.353
C (-5.019, -15.834, 9.754)  -0.858
H (0.498, -19.570, 12.753)  0.344
H (0.127, -20.577, 14.103)  0.325
H (-0.252, -18.875, 14.210)  0.191
H (-2.597, -19.957, 14.564)  -0.417
H (-2.142, -21.428, 13.682)  0.486
H (-4.481, -21.184, 13.319)  0.237
H (-3.720, -21.142, 11.832)  0.623
H (-3.392, -18.733, 12.123)  0.160
H (-6.156, -19.721, 11.663)  0.358
H (-4.849, -19.808, 10.467)  0.545
H (-5.941, -17.242, 11.707)  0.130
H (-6.436, -17.779, 10.095)  0.562
H (-4.165, -15.296, 9.343)  0.248
H (-5.554, -15.152, 10.416)  0.323
H (-5.600, -16.117, 8.873)  0.395
C (-4.008, -20.139, 20.049)  -0.635
O (-4.902, -19.806, 21.101)  -0.315
C (-5.078, -20.750, 22.150)  -0.622
C (-5.938, -20.071, 23.186)  -0.419
N (-5.985, -20.862, 24.410)  -0.265
C (-6.823, -22.031, 24.335)  -0.360
C (-6.875, -22.847, 25.639)  -0.627
O (-7.651, -24.002, 25.322)  -0.289
C (-7.961, -24.865, 26.463)  -0.679
H (-4.388, -21.024, 19.533)  0.146
H (-2.964, -20.297, 20.322)  0.496
H (-4.149, -19.280, 19.393)  0.133
H (-4.089, -21.032, 22.513)  0.347
H (-5.626, -21.633, 21.814)  0.171
H (-6.932, -19.936, 22.754)  0.122
H (-5.446, -19.133, 23.443)  0.424
H (-6.061, -20.300, 25.245)  0.249
H (-6.488, -22.698, 23.541)  0.255
H (-7.876, -21.771, 24.195)  0.187
H (-7.319, -22.260, 26.446)  0.353
H (-5.851, -23.097, 25.924)  0.387
H (-7.000, -25.291, 26.751)  0.282
H (-8.699, -25.583, 26.110)  0.221
H (-8.380, -24.248, 27.259)  0.287
C (-0.893, -15.122, 18.761)  -0.925
O (-1.724, -15.867, 17.894)  -0.156
C (-3.125, -15.694, 18.085)  -0.998
C (-3.936, -16.562, 17.079)  0.577
N (-4.051, -16.044, 15.691)  -0.445
C (-2.805, -16.360, 14.920)  0.159
C (-2.965, -15.892, 13.474)  -0.474
O (-2.731, -14.500, 13.426)  -0.417
C (-2.777, -13.946, 12.083)  -0.731
H (-1.172, -14.066, 18.778)  0.330
H (0.153, -15.308, 18.522)  0.259
H (-1.019, -15.387, 19.814)  0.340
H (-3.454, -14.654, 18.064)  0.481
H (-3.357, -16.147, 19.051)  0.446
H (-5.001, -16.504, 17.313)  -0.203
H (-3.682, -17.619, 17.142)  -0.446
H (-4.192, -15.043, 15.673)  0.361
H (-2.536, -17.418, 14.981)  -0.430
H (-1.799, -16.089, 15.253)  0.436
H (-3.980, -16.105, 13.132)  0.010
H (-2.256, -16.419, 12.831)  0.523
H (-2.585, -12.873, 12.053)  0.354
H (-3.830, -13.922, 11.797)  0.208
H (-2.144, -14.396, 11.318)  0.308
C (-6.333, -24.323, 18.028)  0.542
O (-5.738, -23.434, 17.422)  -0.374
N (-7.627, -24.646, 17.924)  -0.339
N (-5.669, -25.065, 18.853)  -0.459
H (-8.132, -24.247, 17.140)  0.363
H (-7.972, -25.338, 18.569)  0.123
H (-6.084, -25.933, 19.154)  0.161
H (-4.673, -24.908, 18.868)  0.263
C (-8.112, -20.508, 18.698)  -0.140
O (-7.517, -21.233, 17.938)  -0.018
N (-7.538, -19.728, 19.613)  -0.030
N (-9.417, -20.284, 18.681)  -0.312
H (-8.053, -19.431, 20.426)  0.162
H (-6.536, -19.831, 19.690)  -0.113
H (-9.844, -19.831, 19.473)  0.118
H (-10.038, -20.625, 17.964)  0.261
C (-7.888, -16.454, 17.021)  0.626
O (-7.459, -16.166, 18.116)  -0.666
N (-8.225, -17.679, 16.726)  -0.250
N (-7.962, -15.636, 15.984)  -0.402
H (-8.318, -17.982, 15.770)  0.179
H (-8.063, -18.386, 17.428)  0.119
H (-7.511, -14.745, 16.126)  0.252
H (-8.081, -16.009, 15.056)  0.193
C (-4.801, -24.194, 14.437)  0.568
O (-5.368, -23.118, 14.607)  -0.407
N (-3.580, -24.318, 14.011)  -0.382
N (-5.376, -25.360, 14.594)  -0.401
H (-3.115, -25.205, 13.903)  0.169
H (-3.050, -23.504, 13.742)  0.123
H (-4.889, -26.209, 14.356)  0.133
H (-6.359, -25.462, 14.796)  0.256

For the total energy, the calculation gives -85667.4647 eV. As for the charge: 0. The spin multiplicity is 3. The expectation value of S² is 2.010. The gap between HOMO and LUMO (alpha / beta) comes out at 6.3 / 5.9 eV. The value obtained for the largest force on an atom is 6.56 eV Å⁻¹.